Entry 1:
91
Properties=species:S:1:pos:R:3 method="wB97M-V/def2-TZVPD" homo_ev=-8.08 gap_ev=5.95 smiles="O=NOCc1cccc2c1C(=O)NC2=O.c1cc[nH]c1.c1cc[nH]c1.c1cc[nH]c1.c1cc[nH]c1.c1cc[nH]c1.c1cc[nH]c1.c1cc[nH]c1" charge=0 total_energy_ev=-60625.8836 lumo_ev=-2.134 mol_weight_g_mol=675.794
O -2.11892 1.18474 1.67694
N -2.80247 0.98074 0.71493
O -2.11712 1.21337 -0.44442
C -1.98321 -0.03255 -1.23070
C -2.83171 -1.22533 -0.56737
C -4.32476 -1.51540 -0.95996
C -5.08009 -2.66914 -0.24122
C -4.40666 -3.54980 0.87573
C -2.93356 -3.23704 1.20430
C -2.13087 -2.10334 0.50694
C -0.65205 -2.06333 1.08471
O 0.34624 -1.37401 0.78626
N -0.63128 -3.12020 2.10822
C -1.91347 -3.86020 2.25330
O -2.17291 -4.77776 3.06504
H -2.34610 0.23755 -2.29172
H -0.85327 -0.24903 -1.26282
H -4.79753 -0.85978 -1.76898
H -6.16492 -2.92483 -0.50703
H -4.95145 -4.37974 1.42916
H -0.33557 -2.61672 2.96220
C 3.81448 -4.77398 -0.45935
C 3.97075 -6.02461 0.18829
C 2.84645 -6.23519 0.94890
N 2.01858 -5.15555 0.78811
C 2.59944 -4.26217 -0.07346
H 4.51279 -4.30127 -1.13386
H 4.81226 -6.69669 0.10662
H 2.56522 -7.05704 1.58973
H 1.12175 -5.03702 1.23352
H 2.09951 -3.34144 -0.33517
C 0.32233 -7.70365 -3.98987
C -0.82270 -6.94570 -3.64257
C -0.48100 -6.15669 -2.57108
N 0.82644 -6.41406 -2.25625
C 1.32530 -7.35163 -3.11921
H 0.40460 -8.42575 -4.78880
H -1.78962 -6.97346 -4.12332
H -1.05467 -5.43695 -2.00618
H 1.34214 -5.97911 -1.50500
H 2.34786 -7.68794 -3.03887
C -0.24016 5.78906 1.25105
C 0.95242 5.52183 0.53503
C 0.91188 4.20329 0.15332
N -0.25870 3.66351 0.61621
C -0.96902 4.62443 1.28166
H -0.53413 6.73017 1.69487
H 1.75154 6.21691 0.32195
H 1.61407 3.60340 -0.40549
H -0.55272 2.70798 0.48671
H -1.92910 4.39774 1.72033
C 0.98383 10.53191 -2.02154
C 1.64450 9.39552 -2.55065
C 1.28628 8.31758 -1.77910
N 0.43696 8.76187 -0.80037
C 0.24300 10.11027 -0.94471
H 1.04264 11.54590 -2.38871
H 2.30827 9.36914 -3.40226
H 1.56224 7.27590 -1.84069
H 0.01995 8.18678 -0.08711
H -0.40232 10.65162 -0.26954
C 7.75434 -2.01163 -4.42174
C 7.91142 -3.26238 -3.77467
C 6.78774 -3.47361 -3.01400
N 5.96017 -2.39435 -3.17438
C 6.53947 -1.50078 -4.03522
H 8.45214 -1.53814 -5.09647
H 8.75317 -3.93407 -3.85693
H 6.50680 -4.29568 -2.37329
H 5.06460 -2.27659 -2.72920
H 6.03926 -0.58058 -4.29643
C -1.95996 -3.16821 8.18024
C -2.21061 -4.54719 7.97202
C -2.31614 -4.74427 6.61677
N -2.14324 -3.53478 5.99951
C -1.92013 -2.56905 6.94514
H -1.82266 -2.66957 9.12840
H -2.30287 -5.31127 8.72976
H -2.50002 -5.63798 6.04002
H -2.17439 -3.38040 5.00521
H -1.75433 -1.54154 6.65813
C -4.13236 8.81153 -1.39139
C -4.79016 7.85982 -0.57336
C -3.82030 7.08249 0.01086
N -2.60128 7.52663 -0.42766
C -2.78196 8.58452 -1.27921
H -4.59519 9.57863 -1.99462
H -5.85537 7.75542 -0.42754
H -3.89205 6.25297 0.69810
H -1.70988 7.13553 -0.16341
H -1.93780 9.08146 -1.73129


Entry 2:
92
Properties=species:S:1:pos:R:3 method="wB97M-V/def2-TZVPD" homo_ev="-1.86 / -1.71" gap_ev="5.94 / 5.79" charge=-2 total_energy_ev=-185034.1057 lumo_ev="4.081 / 4.081" mol_weight_g_mol=959.182 spin_multiplicity=2
Ru 0.72773 0.43142 0.61951
C -3.28229 0.72971 3.27998
Si -1.45119 0.24960 3.19555
C -0.60668 1.87558 3.46989
C -1.06000 -0.87538 4.65802
N -0.96644 -0.46188 1.69819
C -1.62965 -1.53854 1.18769
C -2.69362 -2.20987 1.84370
C -3.41101 -3.24872 1.27416
C -3.11394 -3.69219 -0.00509
C -2.06644 -3.07514 -0.68138
C -1.33745 -2.05971 -0.09425
O -0.33370 -1.40415 -0.78531
C 0.34322 -2.06424 -1.78932
C 0.59667 -1.33546 -2.94227
C 1.25366 -1.94164 -3.99830
C 1.67405 -3.26365 -3.89720
C 1.45550 -3.96102 -2.71839
C 0.78931 -3.36679 -1.65522
H -3.52679 1.04992 4.29822
H -3.98019 -0.05904 3.00009
H -3.44909 1.57595 2.60691
H -1.08935 2.41039 4.29663
H -0.67322 2.49548 2.57376
H 0.44500 1.75693 3.69716
H -1.19330 -0.34407 5.60592
H -0.01551 -1.19239 4.58678
H -1.67366 -1.77860 4.68415
H -2.95543 -1.89952 2.84369
H -4.21267 -3.70958 1.84152
H -3.66126 -4.50403 -0.46707
H -1.80704 -3.39618 -1.68217
H 0.30148 -0.29429 -2.97043
H 1.45865 -1.36955 -4.89526
H 2.18727 -3.73890 -4.72442
H 1.82822 -4.97183 -2.60638
H 0.64290 -3.89348 -0.72183
O 0.14350 3.98374 -0.22233
S -0.45568 2.78469 -0.74768
O 0.45328 1.84317 -1.41858
O -1.29872 2.03318 0.18537
C -1.56849 3.32971 -2.04462
C -1.54489 4.67827 -2.37969
C -2.32943 5.15295 -3.41975
C -3.13588 4.27315 -4.12954
C -3.16220 2.93091 -3.78055
C -2.38529 2.43434 -2.73589
P -2.41321 0.64272 -2.24398
C -2.53564 -0.19371 -3.87307
C -1.86301 0.26156 -5.00579
C -1.83311 -0.49508 -6.17026
C -2.45170 -1.73544 -6.21610
C -3.09061 -2.21941 -5.08090
C -3.13073 -1.45803 -3.92389
C -4.15099 0.52012 -1.65938
C -5.27886 0.51921 -2.47987
C -6.54254 0.32313 -1.94640
C -6.69401 0.11958 -0.57963
C -5.58133 0.12395 0.24668
C -4.31418 0.32565 -0.28871
H -0.89644 5.33178 -1.81234
H -2.30421 6.20422 -3.68110
H -3.74122 4.62714 -4.95594
H -3.79055 2.25347 -4.34597
H -1.34428 1.21251 -4.97595
H -1.31783 -0.11232 -7.04347
H -2.42856 -2.32525 -7.12452
H -3.54994 -3.20073 -5.09161
H -3.61821 -1.85401 -3.03880
H -5.17009 0.65185 -3.55002
H -7.40853 0.31649 -2.59849
H -7.68073 -0.04325 -0.16157
H -5.68894 -0.04513 1.30977
H -3.44010 0.33159 0.35362
S 4.09039 -2.63930 0.16820
C 2.91325 -1.46757 0.34718
S 2.59702 -0.15065 -0.67011
S 1.76155 -1.37141 1.59991
C 4.24620 3.05512 4.07640
Si 3.35296 1.47006 3.59864
C 2.32779 1.00252 5.10910
C 4.61367 0.08652 3.47206
Se 2.40025 1.95215 1.64002
H 4.69435 2.95095 5.06982
H 3.54605 3.89339 4.09037
H 5.03465 3.29637 3.35968
H 3.01352 0.85494 5.95063
H 1.78064 0.07017 4.94898
H 1.60384 1.77145 5.38275
H 5.26746 0.05832 4.35211
H 5.22878 0.19362 2.57645
H 4.09450 -0.87137 3.38955


Entry 3:
93
Properties=species:S:1:pos:R:3 method="wB97M-V/def2-TZVPD" homo_ev=-9.16 gap_ev=9.49 charge=0 total_energy_ev=-66958.4951 lumo_ev=0.329 mol_weight_g_mol=710.163
C -0.49160 1.83877 4.36283
C -1.52984 1.99330 3.25948
C -1.09289 2.95612 2.16715
O -2.25249 3.53730 1.60637
C -1.95949 4.35027 0.47571
B -1.50923 5.78972 0.95624
O -2.35406 6.61682 1.66522
B -1.69423 7.03304 2.82234
O -0.40951 7.50400 2.69452
B 0.32930 6.58407 1.94686
O 1.45967 6.07786 2.49539
C 2.20150 5.13070 1.72924
C 3.65111 5.15819 2.19319
C 3.77792 5.03554 3.70851
O 4.28963 6.36353 1.77618
O -0.19579 6.22427 0.71629
H 0.52862 1.88097 3.99320
H -0.59487 2.61897 5.11163
H -0.65903 0.90236 4.88654
H -2.41848 2.44043 3.69923
H -1.84338 1.05709 2.81488
H -0.43950 3.71828 2.60918
H -0.53110 2.42399 1.39711
H -1.21704 3.91286 -0.18713
H -2.89218 4.45302 -0.07708
H -2.22408 6.91669 3.87433
H 1.83510 4.12026 1.88799
H 2.19690 5.34715 0.66584
H 4.12643 4.29735 1.74064
H 4.68752 4.48575 3.93524
H 3.84527 6.00914 4.17433
H 2.96177 4.48373 4.16258
H 3.58571 6.98224 1.52658
F -3.07688 -0.37376 2.19092
C -4.17305 -0.38255 1.38963
C -4.65848 -1.58916 0.93524
C -5.78027 -1.58643 0.12103
C -6.38767 -0.38914 -0.22930
C -5.87458 0.81184 0.23853
C -4.75815 0.82164 1.06013
H -4.16317 -2.51120 1.21140
H -6.17957 -2.52312 -0.24104
H -7.26017 -0.39273 -0.86738
H -6.34350 1.74561 -0.03691
H -4.34285 1.74653 1.44123
F -3.41418 -4.41061 1.16141
C -2.21227 -5.03360 1.18557
C -1.54958 -5.23258 -0.00505
C -0.31496 -5.85855 0.01552
C 0.23282 -6.28362 1.21715
C -0.45650 -6.07685 2.40344
C -1.68890 -5.44132 2.39340
H -1.99562 -4.89878 -0.93306
H 0.21835 -6.01127 -0.91142
H 1.19551 -6.77444 1.22855
H -0.03429 -6.40951 3.34062
H -2.23862 -5.26135 3.30708
F -0.88825 -6.19854 -3.17217
C -1.98414 -6.23382 -3.96590
C -2.40110 -7.44760 -4.46965
C -3.52188 -7.48185 -5.28381
C -4.19969 -6.31057 -5.58740
C -3.75936 -5.10148 -5.06948
C -2.64486 -5.05682 -4.24557
H -1.85265 -8.34768 -4.22752
H -3.86543 -8.42540 -5.68259
H -5.07112 -6.34135 -6.22590
H -4.28531 -4.18755 -5.30561
H -2.29241 -4.12916 -3.82515
F -1.13561 -2.58427 -3.33778
C 0.19934 -2.35751 -3.36230
C 0.73428 -1.62652 -4.40029
C 2.10072 -1.39568 -4.41606
C 2.90587 -1.90180 -3.40630
C 2.34298 -2.63768 -2.37398
C 0.97687 -2.86695 -2.34505
H 0.08863 -1.24756 -5.18068
H 2.53732 -0.81967 -5.21922
H 3.97087 -1.72267 -3.42405
H 2.96900 -3.03542 -1.58825
H 0.51574 -3.43164 -1.54531
F 7.42980 0.00434 -1.95114
C 7.07220 1.04567 -1.17023
C 5.84732 1.64625 -1.37328
C 5.48647 2.71394 -0.56588
C 6.35029 3.16661 0.41990
C 7.57856 2.54934 0.60199
C 7.94502 1.47640 -0.19405
H 5.19167 1.28099 -2.15211
H 4.52792 3.19358 -0.70863
H 6.07009 4.00195 1.04425
H 8.25482 2.90477 1.36588
H 8.89491 0.97648 -0.06401


Entry 4:
87
Properties=species:S:1:pos:R:3 method="wB97M-V/def2-TZVPD" homo_ev=-10.19 gap_ev=6.19 charge=+1 total_energy_ev=-183017.6764 lumo_ev=-4.008 mol_weight_g_mol=833.409
Sn -0.55280 -0.91707 -0.27719
Se -1.64336 1.37491 3.25885
Se -2.68172 -0.17212 1.89795
C -1.62640 -1.72497 2.39998
C -2.08507 -2.41633 3.45413
C -1.41172 -3.66453 3.87827
C -0.35078 -5.16151 2.63564
C -0.12430 -4.53435 1.26170
N -0.48420 -1.95980 1.66964
C -0.76776 2.72256 2.19327
C -0.50445 3.88533 2.89620
C 0.09756 4.93438 2.22259
C 0.43447 4.78541 0.90020
C 0.18909 3.55956 0.28661
N -0.42365 2.53836 0.91968
H -3.00826 -2.11171 3.93214
H -1.48995 -3.81648 4.95087
H 0.15230 -6.10667 2.82491
H 0.73046 -4.92475 0.70926
H -0.78635 3.97005 3.93891
H 0.28209 5.87234 2.73363
H 0.87542 5.59177 0.32843
H -0.17648 2.90674 -1.56938
C 2.76996 -3.94273 1.87685
C 1.77016 -2.79042 1.75932
C 0.29936 -3.12675 1.99350
C 0.02865 -3.83906 3.35164
C -1.81122 -5.05122 3.11321
C -2.84806 -4.92113 2.07499
C -2.63311 -4.49512 0.81399
C -3.76063 -4.28000 -0.17005
C -3.90396 -5.43955 -1.16597
C -1.26739 -4.34751 0.36124
N -1.00196 -3.81227 -0.80070
C -0.14623 -4.13778 -1.74810
C 0.52456 -3.22448 -2.53830
C 1.24628 -3.47251 -3.72937
C 1.70620 -2.24686 -4.16104
C 1.27682 -1.30405 -3.20175
N 0.57047 -1.86993 -2.22264
H 3.77869 -3.54749 1.99665
H 2.77685 -4.57450 0.98562
H 2.56029 -4.57515 2.74419
H 1.85860 -2.33175 0.76716
H 2.01218 -2.01537 2.49094
H 0.83237 -3.77295 4.08522
H -2.08133 -5.80780 3.84523
H -3.88032 -5.06935 2.38847
H -3.57311 -3.35708 -0.71889
H -4.69244 -4.15598 0.38113
H -3.01166 -5.53705 -1.78849
H -4.75614 -5.28079 -1.82864
H -4.05433 -6.38232 -0.63482
H 0.00664 -5.19606 -1.96208
H 1.36207 -4.43625 -4.21139
H 2.28854 -2.03642 -5.04869
H 1.47033 -0.23898 -3.20289
C 3.71935 3.35497 0.53703
C 3.65464 3.29884 -0.99554
C 3.44710 1.85386 -1.45404
C 2.73289 4.31808 -1.69324
C 3.39218 5.32412 -2.40158
C 2.71084 6.24273 -3.18172
C 1.33554 6.15652 -3.29485
C 0.61734 5.18989 -2.59989
C -0.89445 5.16304 -2.79142
C -1.35980 3.98805 -3.66184
C -1.72182 5.25563 -1.49666
C 1.32117 4.29629 -1.77602
N 0.55347 3.33893 -1.03509
H 4.64884 2.88548 0.87156
H 2.89562 2.81351 1.00192
H 3.71403 4.38322 0.90470
H 4.65081 3.57626 -1.33971
H 2.45760 1.49269 -1.18582
H 4.18678 1.20658 -0.97231
H 3.57183 1.76052 -2.53388
H 4.47544 5.36882 -2.35731
H 3.25656 7.01574 -3.71148
H 0.80391 6.86879 -3.91788
H -1.12117 6.06348 -3.36172
H -1.33049 3.03313 -3.13040
H -0.74302 3.89138 -4.55727
H -2.39552 4.14423 -3.97636
H -1.89230 4.28170 -1.03122
H -2.70568 5.67308 -1.72198
H -1.24411 5.90800 -0.76162